ORCA calculation (ωB97M-V with the def2-TZVPD basis set) on C11H14BN7SV as an isolated structure at a distorted geometry.

```
35
Properties=species:S:1:pos:R:3:forces:R:3:mulliken_spin:R:1
H 0.66957 3.47220 1.62099 0.2 0.1 -0.3 -0.01
N 0.40644 1.96709 0.16187 -0.2 6.0 -3.3 0.06
B 0.38810 0.45169 -1.95237 -0.7 -0.2 -0.8 -0.09
N 0.59517 1.88493 -1.24816 0.1 0.3 2.1 0.01
C 0.99958 3.10093 -1.66462 0.3 0.2 -0.6 0.05
V 1.01834 0.42925 0.84566 -2.0 -2.6 5.1 2.59
H 1.20571 3.27668 -2.75345 -0.3 -0.2 1.4 0.00
C 1.11529 3.98491 -0.57057 -0.3 -0.3 0.2 0.00
H 1.37738 5.04501 -0.54998 -0.1 -0.6 -0.3 0.00
C 0.75503 3.23712 0.56410 -0.7 -1.4 -1.8 0.03
H 0.48907 0.61614 -3.13523 0.2 0.0 0.0 0.00
C -1.76231 -1.99175 3.55279 0.1 0.9 -2.2 0.07
H -1.31699 -2.67318 4.23348 0.0 -1.3 0.4 0.00
H -1.17126 -1.98265 2.50100 -1.3 0.2 2.6 0.00
H -2.82080 -2.03819 3.36010 -0.5 -0.9 0.0 0.00
N -1.04690 -0.01553 -1.61514 -0.5 -0.3 0.9 0.00
N 1.38428 -0.73659 -1.51836 0.7 0.2 1.6 0.03
N -1.32924 -0.23373 -0.30523 1.3 0.1 0.7 0.01
N 1.53778 -1.00948 -0.13853 2.3 -4.1 -4.3 0.01
C -2.17045 -0.21570 -2.34835 0.2 0.1 1.1 0.00
C 2.16213 -1.59005 -2.22658 -0.2 -0.3 1.8 0.07
H -2.10458 -0.11420 -3.40542 -0.3 0.1 -0.5 0.00
H 2.16013 -1.53659 -3.30479 0.1 -0.1 0.1 0.00
C -3.19130 -0.53691 -1.45927 0.3 0.1 -0.9 0.00
C 2.80967 -2.46578 -1.30526 -0.6 0.4 -0.4 -0.01
C -2.60823 -0.56292 -0.18941 0.3 0.3 -0.5 0.00
C 2.38696 -2.08828 -0.02439 -1.1 1.8 -0.6 0.05
H -4.21687 -0.69274 -1.70307 -0.4 -0.2 -0.1 0.00
H 3.46106 -3.30349 -1.51903 -0.1 0.3 -0.2 0.00
H -3.09428 -0.79024 0.75823 0.5 0.1 -0.2 0.00
H 2.60884 -2.41098 0.99987 0.1 -0.1 -0.8 0.01
H -1.60579 -0.96602 4.13792 -1.5 -3.0 -1.6 0.00
S 1.71003 0.26066 2.91772 0.1 0.6 0.6 -0.02
C -0.08445 0.23816 3.12138 -0.5 -1.3 5.2 -0.22
N -0.71711 -0.00980 4.16211 4.6 4.9 -4.4 0.33
```
Positions in Å, forces in eV/Å.

## Properties
- ΔE to the lowest compared entry with this formula, charge and spin: 405.0 kJ/mol
- Spin multiplicity: 4
- Expectation value of S²: 3.85
- HOMO energy (spin up / spin down): -6.72 / -7.61 eV

---

ORCA calculation (ωB97M-V with the def2-TZVPD basis set) on an isolated ion of composition C11H14Br3N2O5P2 and charge +1 at a distorted geometry.

```
37
Properties=species:S:1:pos:R:3:forces:R:3:lowdin_charge:R:1
C -5.06269 2.27388 -2.18363 -0.3 -0.3 0.4 -0.16
C -4.20826 1.12713 -1.43724 2.5 1.7 -0.6 -0.66
Br -5.03733 -0.45610 -0.60291 0.8 1.6 -0.8 0.70
C -2.80480 1.29646 -1.40627 -1.5 -1.2 0.4 -0.66
Br -2.01312 2.89891 -2.31490 -0.5 -1.7 1.0 0.71
C -1.75899 0.31596 -0.74169 1.7 -1.4 1.4 -0.17
C -1.19918 -0.91369 -1.54966 0.2 2.5 3.9 0.03
N -0.22507 -1.72931 -0.90168 -1.5 1.1 -1.9 -0.38
P 0.40211 -3.08846 -1.92813 -1.1 -0.6 -1.0 0.92
P 1.54668 -2.00460 -3.48276 4.0 0.9 -3.1 0.44
O 2.27752 -2.96287 -4.43014 -2.5 2.0 3.0 -0.34
O 2.64296 -0.91667 -2.71686 -3.0 -0.7 -1.7 -0.22
O 0.49066 -0.97516 -4.38205 0.9 -2.3 2.0 -0.23
N 0.29661 -1.66325 0.32039 -2.1 4.0 1.7 0.09
C -0.12950 -0.59561 1.13973 -1.3 0.8 0.1 -0.14
C 0.54553 -0.48924 2.60795 0.4 -0.4 -1.6 -0.12
C 2.15558 -0.47226 2.32743 0.2 0.3 0.1 -0.17
C 2.87879 0.81558 2.98075 1.0 -0.5 -0.4 -0.10
C 3.39397 0.55219 4.47951 -1.1 -2.1 0.7 -0.39
O 3.16773 -0.55201 5.01222 1.3 4.1 -1.6 0.08
O 4.12465 1.60869 5.11096 -2.3 -1.3 -1.2 0.04
C -1.20485 0.49309 0.72080 0.6 -2.9 -3.7 -0.42
Br -1.81823 1.94706 1.88331 0.8 -1.8 -1.5 0.80
H -6.19196 2.14915 -2.02828 1.8 -0.2 -0.3 0.09
H -4.79078 2.26574 -3.30523 -0.5 -0.1 1.8 0.09
H -4.81285 3.32389 -1.77285 -0.1 -1.9 -0.5 0.08
H -1.54727 -1.09022 -2.61867 0.8 -0.1 1.7 0.14
H 1.30233 -3.90558 -1.15413 0.0 1.3 0.0 -0.03
H 2.52537 -0.02090 -3.12954 0.3 -0.9 0.4 0.08
H -0.01233 -1.60075 -4.96096 0.6 0.7 0.2 0.09
H 0.22090 -1.38720 3.23560 0.5 1.2 -1.0 0.14
H 0.21026 0.45633 3.14555 0.4 -1.3 -0.9 0.07
H 2.63055 -1.45407 2.68451 -0.7 1.7 -0.3 0.13
H 2.37286 -0.41133 1.19427 -0.6 -0.1 1.8 0.11
H 3.83275 0.99883 2.35357 -1.4 -0.1 1.1 0.14
H 2.24503 1.75627 2.86262 0.8 -1.2 0.4 0.12
H 3.55440 2.41014 4.98841 1.0 -0.7 0.0 0.12
```
Positions in Å, forces in eV/Å.

## Properties
- Charge: +1
- Spin multiplicity: 1
- SMILES: C/C(Br)=C(\Br)c1c[n+](PP(=O)(O)O)nc(CCCC(=O)O)c1Br
- HOMO energy: -12.65 eV

---

ORCA calculation (ωB97M-V with the def2-TZVPD basis set) on a 2-piece molecular cluster, C11H14F3NO3S overall at a distorted geometry.

```
33
Properties=species:S:1:pos:R:3:forces:R:3:lowdin_charge:R:1
C 1.26944 2.01538 2.07883 -2.0 -2.7 -4.8 0.01
H 0.75274 1.01139 2.21874 1.3 1.1 -0.2 0.09
H 0.65064 2.68700 2.45214 -2.4 3.2 2.7 0.00
H 2.25374 2.09752 2.34959 2.2 0.0 0.9 0.04
C 1.12618 2.47107 0.41112 5.2 -4.8 6.1 -0.20
C 2.04946 1.27684 -0.13427 -0.5 1.3 1.2 -0.17
H 1.97138 1.37083 -1.09774 -0.6 0.6 -6.1 0.06
H 3.12495 1.28181 -0.07971 0.5 0.6 1.5 0.14
O 1.60009 -0.03286 0.08856 -1.3 -0.9 2.3 -0.25
S 1.95403 -1.23959 -0.78231 9.3 0.1 -1.8 0.55
O 1.71217 -1.09991 -2.15182 -2.3 1.0 -2.5 -0.26
O 3.52842 -1.47579 -0.71403 -5.8 0.3 1.8 -0.36
N 0.98596 -2.30381 -0.14897 2.1 -4.7 3.4 -0.05
H 0.51146 -2.96531 -0.73466 -0.8 0.7 -1.4 0.07
H 1.68659 -3.08116 0.24300 -1.6 2.4 -0.1 0.17
H 1.85440 3.27385 0.41394 -0.8 0.9 -0.7 0.14
C -0.27662 2.53211 0.04162 4.7 -5.8 -7.9 -0.11
C -0.87539 1.17749 -0.04856 -0.5 -3.0 -6.4 -0.14
C -1.52072 0.46107 0.86935 2.0 6.7 6.8 -0.15
C -2.01428 -0.71798 1.00908 -2.9 -5.1 -4.7 0.03
C -2.06529 -1.29885 -0.36816 -4.8 -6.0 9.1 -0.11
C -1.35442 -0.84046 -1.30591 0.0 -2.5 -10.5 -0.16
C -0.85676 0.35309 -1.33743 1.4 6.3 5.8 -0.02
H -0.39074 0.82276 -2.08879 1.6 1.1 -3.1 0.08
H -1.48138 -1.37700 -2.64938 0.5 1.2 4.4 0.26
C -2.73375 -2.79423 -0.41471 1.6 4.1 1.1 -0.56
F -3.23760 -3.09090 0.83440 0.4 -0.4 -1.7 0.10
F -3.65914 -2.91719 -1.33001 -0.9 -0.4 -0.2 0.18
F -1.72393 -3.59163 -0.73578 0.2 -1.5 0.2 0.13
H -2.57621 -1.11442 1.86747 0.6 0.2 -0.6 0.13
H -1.45086 1.05325 1.82080 -0.6 -0.5 -0.2 0.14
H -0.71704 3.21877 0.47738 -4.7 6.3 4.4 0.04
H -0.09750 2.83686 -1.05380 -1.2 0.0 1.0 0.17
```
Positions in Å, forces in eV/Å.

## Properties
- ΔE to the lowest compared entry with this formula, charge and spin: 889.4 kJ/mol
- Spin multiplicity: 1
- HOMO energy: -9.19 eV

---

ORCA calculation (ωB97M-V with the def2-TZVPD basis set) on a 2-piece molecular cluster, C11H14FNO5 overall at a distorted geometry.

```
32
Properties=species:S:1:pos:R:3:forces:R:3:lowdin_charge:R:1
C 4.03296 -0.42485 1.21909 0.0 -0.1 -0.1 -0.02
O 2.61951 -0.15444 1.19184 0.1 -0.5 0.4 -0.01
C 1.78228 -1.11836 1.58634 0.8 -0.5 0.7 -0.38
O 2.05744 -2.25920 1.87681 -0.1 1.1 -0.1 0.15
C 0.36204 -0.53778 1.65148 0.2 -0.7 -0.4 -0.39
F 0.31702 0.32553 0.58482 -0.3 -0.1 -0.3 0.06
O 0.09262 0.09138 2.82929 -0.1 0.4 0.0 -0.02
C -0.99823 1.03080 2.65982 0.3 -0.2 -0.3 -0.01
C -0.58329 -1.71188 1.34375 -0.5 -0.4 -1.2 -0.39
O -0.41607 -2.39940 0.36441 -0.4 0.3 0.9 0.15
O -1.59446 -1.79829 2.21513 0.2 -0.3 0.2 -0.02
C -2.50002 -2.90849 2.05941 0.0 0.0 -0.3 -0.02
H 4.49428 0.48640 1.60615 0.0 -0.2 0.0 0.09
H 4.27623 -1.29123 1.84925 -0.2 0.3 -0.2 0.10
H 4.36039 -0.58834 0.18672 0.0 -0.1 0.3 0.10
H -0.81616 1.82511 3.36375 0.0 0.2 0.2 0.09
H -0.88127 1.39206 1.63534 -0.7 0.4 0.5 0.09
H -1.98371 0.57420 2.81912 0.4 0.0 0.0 0.09
H -3.37440 -2.70059 2.68850 0.4 0.1 -0.2 0.10
H -2.78193 -2.96107 1.00354 -0.1 -0.2 0.2 0.10
H -2.02799 -3.84675 2.38270 0.0 0.3 -0.2 0.10
C -0.91441 2.31433 -4.35052 0.1 0.3 -0.2 -0.10
C -1.29323 0.98928 -4.18727 -0.1 -0.9 0.8 -0.07
C -0.82543 0.30836 -3.03881 -0.1 0.6 -1.5 -0.15
N 0.05808 0.88625 -2.24848 -0.6 -0.1 2.3 0.04
C 0.24575 2.20114 -2.24794 -0.3 0.5 -1.9 -0.14
C -0.18159 2.97441 -3.36361 0.2 -0.7 1.3 -0.07
H -1.21174 2.85342 -5.24093 -0.1 0.0 0.0 0.10
H -1.93514 0.43665 -4.88898 0.3 0.6 0.2 0.10
H -1.18515 -0.70427 -2.78283 0.6 0.4 -0.3 0.11
H 0.72793 2.68209 -1.38216 0.1 -0.5 -0.5 0.11
H 0.07770 4.03352 -3.38573 -0.3 -0.3 -0.2 0.10
```
Positions in Å, forces in eV/Å.

## Properties
- ΔE to the lowest compared entry with this formula, charge and spin: 178.5 kJ/mol
- Spin multiplicity: 1
- SMILES: COC(=O)C(F)(OC)C(=O)OC.c1ccncc1
- HOMO energy: -9.12 eV

---

ORCA calculation (ωB97M-V with the def2-TZVPD basis set) on C11H14FeN2O2 as an isolated structure at a distorted geometry.

```
30
Properties=species:S:1:pos:R:3:forces:R:3:mulliken_spin:R:1
C 0.33602 1.87135 -1.98580 0.0 0.2 0.0 -0.02
C -0.41405 2.40292 -0.93674 0.1 0.1 -0.3 0.13
C -1.50177 1.49529 -0.63743 -0.1 -1.2 -1.1 -0.02
C -1.44842 0.42689 -1.52188 -0.9 2.3 0.3 0.21
C -0.25712 0.52427 -2.47356 -0.4 -0.2 -0.4 -0.05
Fe 1.15890 0.56430 -0.47590 -1.3 -2.4 -0.7 3.97
N 0.46609 -0.73853 -2.44794 2.1 0.1 2.0 0.21
C 2.20754 1.76697 0.83928 -0.2 0.5 0.3 0.09
C 1.13924 2.30814 1.57574 0.9 -2.3 0.7 0.50
H -2.22811 1.65371 0.17004 0.3 -0.2 -0.5 0.01
H -0.23463 3.33485 -0.38699 -0.1 -0.4 -0.6 0.01
H -2.24981 -0.27128 -1.63195 0.1 -0.5 0.1 0.00
H -0.51508 0.52769 -3.53132 -1.0 1.3 -0.4 0.00
H 1.05323 2.41202 -2.58217 0.2 0.1 0.1 -0.01
H 0.82226 3.28286 1.38069 -0.6 1.3 -0.1 -0.05
H 2.73201 0.87496 1.19765 0.4 0.5 0.0 0.03
H 1.41392 -0.77922 -2.83812 -0.3 1.0 -0.6 -0.03
H 0.77359 1.70455 2.42646 0.0 0.9 -0.7 -0.04
H 2.56249 2.37184 0.00767 0.8 -0.1 0.3 -0.01
O -1.20685 -2.17080 -1.25074 0.9 -1.0 2.8 0.00
C -0.63271 -2.16097 -0.15175 -0.8 0.7 -1.6 0.01
C -0.89814 -3.19831 0.94478 -0.3 -0.6 0.4 0.01
C -0.35766 -2.54438 2.21847 -0.4 -0.8 0.2 0.01
C 0.03348 -1.16784 1.77127 -0.5 1.3 -0.6 0.00
O 0.02727 -0.19424 2.55333 0.6 -1.8 -1.4 0.01
N 0.18919 -1.13623 0.35803 -0.5 0.2 2.2 0.02
H -1.98700 -3.41304 1.03817 0.7 0.2 -0.3 0.00
H -0.37335 -4.15549 0.76023 -0.4 0.5 -0.3 0.00
H -1.10645 -2.46969 3.01652 0.2 0.0 -0.1 0.00
H 0.49594 -3.12258 2.59397 0.0 0.4 0.1 0.00
```
Positions in Å, forces in eV/Å.

## Properties
- ΔE to the lowest compared entry with this formula, charge and spin: 181.5 kJ/mol
- Charge: -1
- Spin multiplicity: 6
- Expectation value of S²: 8.79
- HOMO energy (spin up / spin down): -1.41 / -2.92 eV

---

ORCA calculation (ωB97M-V with the def2-TZVPD basis set) on one molecule with the formula C11H14IN at a distorted geometry.

```
27
Properties=species:S:1:pos:R:3:forces:R:3:lowdin_charge:R:1
C 0.89001 -3.88399 0.23403 -0.5 -1.2 0.6 -0.08
C 2.02094 -3.09608 0.27005 -3.4 1.6 0.1 -0.06
C -0.37450 -3.40917 -0.08241 3.1 0.7 -0.1 -0.05
C 1.78409 -1.72476 0.13084 -0.7 -1.9 -0.9 -0.01
C -0.54314 -2.09760 -0.41056 -1.4 0.9 -1.1 -0.27
C 0.51823 -1.21684 -0.23621 2.4 -1.1 0.6 -0.19
C -1.89017 -1.59161 -0.83844 -1.2 0.6 1.3 -0.56
C -0.57876 0.87134 -0.67845 -0.6 0.0 -0.6 -0.07
C -0.09092 4.25019 1.16814 -1.8 -1.5 0.2 -0.11
C -0.65008 2.36372 -0.50899 1.1 0.0 -1.5 -0.24
C 0.24352 2.89756 0.58214 0.5 -2.1 0.6 -0.32
N 0.44464 0.17077 -0.29029 1.8 4.0 0.1 0.04
I -2.78022 -2.00055 -2.85622 0.9 0.0 1.1 0.59
H 0.87333 -4.91198 0.55097 0.6 -0.4 -0.2 0.10
H 2.94722 -3.40740 0.59089 1.9 -0.9 0.4 0.08
H -1.10108 -4.11828 -0.20271 -2.1 -1.4 -0.1 0.09
H 2.71311 -1.24985 0.18500 0.7 2.0 0.1 0.09
H -1.76870 -0.43917 -0.82098 -0.9 -1.6 -0.2 -0.01
H -2.64963 -2.01752 -0.09744 0.8 0.7 -1.3 0.07
H 0.01127 4.93617 0.38031 -0.1 1.4 -1.0 0.04
H 0.61717 4.54182 1.95553 -0.8 -0.2 0.2 0.07
H -1.24527 4.12939 1.42266 2.5 0.9 0.1 0.13
H -0.37999 2.86832 -1.47403 -0.3 -0.6 0.4 0.13
H -1.70486 2.52984 -0.43102 -0.7 0.5 0.5 0.09
H 0.04412 2.10624 1.36244 1.0 0.9 -0.2 0.12
H 1.27987 2.76541 0.12160 -0.9 0.5 1.2 0.12
H 1.36980 0.73404 -0.02686 -2.0 -1.9 -0.2 0.19
```
Positions in Å, forces in eV/Å.

## Properties
- ΔE to the lowest compared entry with this formula, charge and spin: 236.8 kJ/mol
- Spin multiplicity: 1
- HOMO energy: -7.54 eV

---

The highest spin multiplicity belongs to which entry?
C11H14FeN2O2

---

Which formula does entry 3 have?
C11H14F3NO3S